# C3H10N3

A structure of composition C3H10N3 (wB97M-V/def2-TZVPD, the Open Molecules 2025 dataset).

Last column: Mulliken spin population.
Element x y z (Å)
C  -2.26875  -1.27031  -0.39787  0.002
C  -0.08614  3.07201  0.47129  0.054
C  1.78097  1.84537  -0.34035  0.958
N  -1.56476  -0.39358  -0.20124  -0.001
N  -2.84400  -2.47119  -0.52574  0.000
N  0.48296  1.93385  -0.19241  0.859
H  6.54898  -1.01887  -1.60647  0.000
H  0.70631  3.64136  1.02655  0.017
H  -0.35936  3.70343  -0.28011  0.081
H  -0.92809  2.73781  1.03928  0.016
H  6.05014  -1.61902  -1.88449  0.000
H  2.23823  1.06620  -0.89040  0.032
H  2.34004  2.62186  -0.00851  0.026
H  -3.80787  -2.53166  -0.77051  0.000
H  -2.72016  -2.95089  0.41213  0.000
H  -0.30963  1.29737  -0.44888  -0.042

Values from the calculation:
Energy relative to the best compared isomer or geometry (same formula, charge and spin) in kcal/mol: 52.3
Expectation value of S²: 2.006
2S+1: 3
E_HOMO (spin up / spin down) in eV: -12.73 / -14.16
E in hartree: -284.0662
Charge: +1